Entry from the Open Molecules 2025 dataset: C13H20N2O as an isolated structure in a non-equilibrium geometry (wB97M-V/def2-TZVPD).

Geometry as XYZ:
```
36
C13H20N2O wB97M-V/def2-TZVPD
C 1.676 2.710 0.959
C 0.438 1.952 0.359
C -1.051 2.584 -0.074
C 1.440 0.267 -0.763
C 2.856 -0.009 -0.885
C 3.516 -1.067 -0.325
C 3.064 -2.047 0.509
C 1.642 -2.097 0.585
C 0.949 -0.908 -0.039
C -1.317 -1.028 -1.352
C -2.751 -0.804 -1.172
C -2.506 -0.786 1.238
C -1.354 -1.913 0.686
H 1.789 2.884 2.275
H 1.540 3.729 0.281
H 3.181 2.450 0.489
H 0.272 1.274 1.171
H -1.713 3.257 0.582
H -0.875 3.211 -0.938
H -1.920 1.813 -0.230
H 3.667 0.309 -1.948
H 4.526 -1.091 -0.523
H 3.722 -2.879 0.895
H 1.038 -2.833 1.046
H -0.815 -0.093 -1.845
H -1.120 -1.951 -1.973
H -3.088 -0.268 -1.976
H -3.061 -1.899 -0.832
H -2.524 1.076 -0.070
H -3.606 -1.290 1.836
H -2.032 0.072 1.974
H -2.253 -2.551 -0.261
H -0.408 -2.589 1.243
N -0.548 -0.909 -0.091
N -3.041 0.032 0.138
O 0.669 1.390 -0.969
```

Properties
spin multiplicity = 1
M = 220.32 g/mol
calculated total energy = -18817.304 eV
HOMO level = -7.88 eV
Kohn-Sham gap = 8.35 eV
ΔE to the lowest compared entry with this formula, charge and spin = 394.6 kcal per mole

Results of the natural (NBO) charge analysis, in e, for atoms 1 through 2:
1 C -0.66
2 C 0.06



Entry from the Open Molecules 2025 dataset: C13H27BN2O4 in the gas phase in a non-equilibrium geometry (wB97M-V/def2-TZVPD).

Geometry as XYZ:
```
47
C13H27BN2O4 wB97M-V/def2-TZVPD
N 0.032 -1.440 -2.359
C 0.736 -1.007 -1.177
C 2.003 -0.145 -1.584
C 1.723 1.050 -2.461
C 2.933 1.999 -2.625
C 3.260 2.599 -1.265
B 1.991 3.098 -0.448
O 1.025 3.818 -1.112
O 1.945 2.708 0.887
C -0.183 -0.178 -0.282
C -1.577 -0.769 -0.132
N -2.548 -0.098 0.787
C -3.650 -1.048 1.158
C -3.186 -1.959 2.270
C -2.656 -1.209 3.476
C -1.513 -0.333 3.006
C -2.046 0.645 1.962
C 1.244 -2.201 -0.423
O 0.984 -2.351 0.771
O 1.993 -3.085 -1.135
H -0.653 -2.159 -2.162
H 0.719 -1.909 -2.938
H 2.487 0.134 -0.645
H 2.723 -0.827 -2.046
H 0.913 1.663 -2.073
H 1.353 0.761 -3.431
H 2.685 2.782 -3.369
H 3.795 1.473 -3.055
H 3.826 1.900 -0.673
H 3.859 3.532 -1.369
H 1.116 4.123 -2.039
H 2.614 2.092 1.228
H -0.309 0.809 -0.743
H 0.294 -0.026 0.689
H -2.117 -0.832 -1.089
H -1.420 -1.793 0.188
H -4.500 -0.460 1.481
H -3.917 -1.624 0.272
H -2.368 -2.608 1.910
H -4.005 -2.662 2.518
H -3.423 -0.534 3.860
H -2.408 -1.889 4.303
H -1.068 0.203 3.849
H -0.777 -1.013 2.553
H -1.309 1.387 1.653
H -2.865 1.227 2.378
H 2.246 -3.842 -0.564
```

Properties
spin multiplicity = 1
M = 286.18 g/mol
calculated total energy = -25768.537 eV
HOMO level = -7.64 eV
Kohn-Sham gap = 8.08 eV
ΔE to the lowest compared entry with this formula, charge and spin = 28.7 kcal per mole

Results of the natural (NBO) charge analysis, in e, for atoms 1 through 2:
1 N -0.82
2 C 0.02



Entry from the Open Molecules 2025 dataset: H35O18 as an isolated structure in a non-equilibrium geometry (wB97M-V/def2-TZVPD).

Geometry as XYZ:
```
53
H35O18 wB97M-V/def2-TZVPD
O -5.725 -0.405 0.734
H 0.800 -0.042 -2.069
H -0.390 4.434 -4.534
O 0.297 -1.913 1.662
H -3.987 -2.391 -2.596
O 1.164 2.624 1.699
H 1.152 2.806 0.758
H 0.906 3.336 2.320
O 1.910 4.038 -0.400
H 2.020 0.393 -0.180
H 2.650 3.557 0.051
O 2.467 -3.577 1.718
H 3.081 -3.101 1.751
H -5.902 -1.334 0.870
O 0.565 -4.735 2.625
H -0.741 1.326 -4.200
H 0.380 -3.855 2.344
O 0.333 -0.215 -2.801
H -1.500 0.551 1.102
H -0.613 -0.303 -2.464
O -0.769 1.348 -5.199
H -0.624 -3.446 3.822
H -0.017 0.924 1.429
O -1.740 3.600 2.850
H -1.006 2.974 2.742
H -2.565 3.241 3.176
O 2.221 -0.639 0.737
H 2.757 -0.593 1.503
H 1.078 -1.051 1.020
O -0.823 1.223 0.938
H 2.821 1.007 -3.643
H 0.198 1.383 -5.435
O 2.189 1.693 -4.078
H 1.651 1.858 -3.181
H 2.353 4.217 -1.267
O -4.792 -2.318 -2.293
H -0.285 -2.296 1.069
H 1.434 -4.710 3.159
O -0.309 4.109 -3.647
H 1.587 -3.056 1.671
H 0.480 4.399 -3.101
O 1.487 0.969 -0.894
H -5.761 -0.068 1.680
H 0.513 1.099 -0.524
O -2.259 -1.713 1.798
H -4.923 -2.956 -1.642
H -2.397 -1.993 0.820
O 4.600 -1.302 -0.156
H 3.985 -1.527 0.634
H 3.845 -1.107 -0.735
O -0.920 -2.736 4.414
H -0.702 -1.910 3.910
H -1.443 -2.186 2.094
```

Properties
spin multiplicity = 1
M = 323.26 g/mol
calculated total energy = -37421.058 eV
HOMO level = -7.65 eV
Kohn-Sham gap = 9.80 eV
total charge = -1
ΔE to the lowest compared entry with this formula, charge and spin = 111.6 kcal per mole

Results of the natural (NBO) charge analysis, in e, for atoms 1 through 2:
1 O -0.93
2 H 0.48



Entry from the Open Molecules 2025 dataset: C14H22F6NO4P2S2ScTe as an isolated structure in a non-equilibrium geometry (wB97M-V/def2-TZVPD).

Geometry as XYZ:
```
53
C14H22F6NO4P2S2ScTe wB97M-V/def2-TZVPD
Sc -0.739 -0.804 0.933
C -1.662 1.294 -2.246
P -0.780 1.394 -0.595
C -1.316 2.903 0.163
C 0.965 1.815 -1.123
C 1.276 3.009 -1.614
C 2.568 3.324 -2.005
C 3.578 2.336 -1.927
C 3.238 1.080 -1.522
C 1.956 0.799 -0.991
P 1.574 -0.929 -0.475
C 3.128 -1.577 0.249
C 1.581 -1.774 -2.114
H -1.343 0.386 -2.868
H -1.402 2.178 -2.812
H -2.739 1.202 -2.267
H -1.259 3.657 -0.602
H -0.718 3.154 1.025
H -2.388 2.926 0.456
H 0.491 3.734 -1.773
H 2.800 4.384 -2.367
H 4.553 2.568 -2.234
H 3.953 0.289 -1.476
H 3.871 -1.535 -0.567
H 3.049 -2.594 0.651
H 3.525 -0.932 1.044
H 2.378 -1.227 -2.633
H 0.730 -1.830 -2.598
H 1.789 -2.854 -1.941
C 0.794 1.669 2.993
Te 0.361 -0.259 3.656
C 2.350 -1.015 3.791
H 1.674 1.636 2.423
H 1.010 2.211 3.951
H -0.054 2.067 2.515
H 2.624 -1.451 2.872
H 2.339 -1.641 4.573
H 2.984 -0.154 4.068
F -3.187 -4.047 -1.772
C -1.978 -3.700 -1.426
F -1.633 -2.521 -1.989
F -1.172 -4.663 -1.609
S -2.130 -3.269 0.408
O -0.718 -2.993 0.889
O -2.857 -4.110 1.252
N -2.607 -1.685 0.265
S -3.508 -0.992 1.431
O -2.523 0.021 1.941
O -4.127 -1.993 2.294
C -4.857 -0.044 0.518
F -5.769 0.096 1.456
F -5.303 -0.725 -0.489
F -4.374 1.183 0.217
```

Properties
spin multiplicity = 1
M = 680.96 g/mol
calculated total energy = -109086.468 eV
HOMO level = -15.27 eV
Kohn-Sham gap = 8.42 eV
total charge = +2
ΔE to the lowest compared entry with this formula, charge and spin = 27.3 kcal per mole

Results of the natural (NBO) charge analysis, in e, for atoms 1 through 2:
1 Sc 1.60
2 C -0.91



Entry from the Open Molecules 2025 dataset: a 2-piece molecular cluster, H6N2O3Si overall in a non-equilibrium geometry (wB97M-V/def2-TZVPD).

Geometry as XYZ:
```
12
H6N2O3Si wB97M-V/def2-TZVPD
N -2.245 0.142 0.710
N -1.580 0.301 -0.488
O 1.621 -0.686 0.981
O 1.528 1.280 -0.698
O 1.170 -1.449 -1.259
Si 0.940 -0.165 -0.350
H -2.640 -0.809 0.830
H -1.680 0.454 1.517
H -1.472 1.243 -0.692
H 1.675 0.036 1.627
H 1.113 1.910 -1.283
H 1.571 -2.256 -0.894
```

Properties
spin multiplicity = 1
M = 110.14 g/mol
calculated total energy = -17098.450 eV
HOMO level = -7.44 eV
Kohn-Sham gap = 7.52 eV
ΔE to the lowest compared entry with this formula, charge and spin = 61.4 kcal per mole

Results of the natural (NBO) charge analysis, in e, for atoms 1 through 2:
1 N -0.67
2 N -0.70



Entry from the Open Molecules 2025 dataset: C56H63CaN10O4SSi as an isolated structure (wB97M-V/def2-TZVPD).

Geometry as XYZ:
```
136
C56H63CaN10O4SSi wB97M-V/def2-TZVPD
Ca -0.272 0.364 0.157
C 0.311 6.932 -0.559
C 0.688 5.555 -0.096
C 1.632 4.798 -0.799
C 1.927 3.515 -0.419
C 1.319 2.878 0.679
N 1.590 1.519 0.938
C 2.882 1.233 1.208
C 3.833 2.213 1.610
C 5.151 1.926 1.897
C 5.658 0.630 1.828
C 7.082 0.305 2.183
C 4.753 -0.353 1.455
C 3.426 -0.082 1.147
N 2.669 -1.225 0.729
C 3.063 -2.114 -0.205
C 2.239 -3.209 -0.125
C 1.357 -2.886 0.917
N 1.622 -1.698 1.437
C 0.394 3.661 1.385
C 0.090 4.968 0.996
N -0.289 3.201 2.554
C 0.238 3.024 3.779
C -0.807 2.850 4.654
C -1.950 2.956 3.842
N -1.638 3.184 2.579
H 1.185 7.488 -0.904
H -0.161 7.506 0.240
H -0.393 6.881 -1.391
H 2.100 5.215 -1.684
H 2.617 2.916 -0.994
H 3.501 3.239 1.695
H 5.804 2.741 2.196
H 7.727 1.175 2.048
H 7.479 -0.498 1.558
H 7.188 -0.016 3.224
H 5.075 -1.388 1.398
H 3.878 -1.875 -0.867
H 2.240 -4.076 -0.763
H 0.510 -3.452 1.275
H -0.652 5.503 1.578
H 1.305 2.991 3.909
H -0.748 2.647 5.709
H -2.990 2.876 4.122
C 3.328 -1.228 4.813
N 1.954 -1.640 4.605
C 1.720 -3.063 4.633
C 1.087 -0.737 4.048
O 1.345 0.440 3.967
C -0.267 -1.295 3.633
O -0.952 -0.442 2.732
C -2.160 -1.083 2.378
C -2.976 -0.142 1.520
O -2.426 0.686 0.805
N -4.318 -0.266 1.557
C -4.997 -1.295 2.321
C -5.121 0.575 0.688
H 3.621 -1.354 5.859
H 3.433 -0.185 4.527
H 3.996 -1.828 4.187
H 2.261 -3.492 5.479
H 2.066 -3.551 3.714
H 0.667 -3.297 4.778
H -0.876 -1.434 4.541
H -0.140 -2.274 3.164
H -2.706 -1.375 3.283
H -1.949 -1.976 1.772
H -4.507 -2.264 2.218
H -6.007 -1.397 1.926
H -5.068 -1.041 3.382
H -4.458 1.269 0.184
H -5.857 1.124 1.281
H -5.631 -0.036 -0.059
C -5.185 3.649 -1.312
C -3.818 3.906 -1.878
C -3.480 5.153 -2.395
C -2.188 5.272 -2.877
N -1.301 4.296 -2.840
C -1.699 3.120 -2.300
S -0.546 1.827 -2.308
N -2.955 2.899 -1.845
H -5.926 4.341 -1.714
H -5.158 3.770 -0.227
H -5.492 2.626 -1.526
H -4.187 5.971 -2.438
H -1.852 6.207 -3.321
O -0.985 -1.634 -0.438
Si -1.610 -2.778 -1.330
C -3.239 -2.181 -2.077
C -4.257 -3.045 -2.489
C -5.423 -2.564 -3.070
C -5.586 -1.198 -3.262
C -4.584 -0.324 -2.866
C -3.426 -0.810 -2.271
C -0.495 -3.315 -2.751
C 0.339 -2.348 -3.315
C 1.149 -2.644 -4.402
C 1.140 -3.918 -4.953
C 0.307 -4.889 -4.418
C -0.504 -4.583 -3.333
C -2.010 -4.309 -0.270
C -1.128 -5.373 -0.075
C -1.397 -6.392 0.830
C -2.568 -6.372 1.573
C -3.466 -5.327 1.400
C -3.184 -4.318 0.490
H -4.141 -4.116 -2.351
H -6.199 -3.254 -3.382
H -6.490 -0.818 -3.725
H -4.689 0.745 -3.022
H -2.657 -0.105 -1.973
H 0.363 -1.351 -2.897
H 1.787 -1.874 -4.820
H 1.774 -4.151 -5.800
H 0.288 -5.885 -4.847
H -1.156 -5.355 -2.936
H -0.196 -5.402 -0.631
H -0.686 -7.200 0.957
H -2.781 -7.165 2.279
H -4.387 -5.303 1.971
H -3.906 -3.517 0.353
C 3.413 2.517 -3.769
C 3.864 1.174 -3.181
C 5.059 1.357 -2.236
C 4.200 0.199 -4.314
C 2.762 0.589 -2.394
N 1.923 0.125 -1.765
H 4.186 2.874 -4.454
H 3.273 3.265 -2.995
H 2.471 2.415 -4.307
H 5.867 1.860 -2.772
H 5.426 0.395 -1.876
H 4.785 1.955 -1.365
H 5.071 0.569 -4.858
H 3.366 0.115 -5.010
H 4.427 -0.795 -3.926
```

Properties
spin multiplicity = 1
M = 1040.42 g/mol
calculated total energy = -119345.467 eV
HOMO level = -4.06 eV
Kohn-Sham gap = 6.32 eV
total charge = -1
ΔE to the lowest compared entry with this formula, charge and spin = 13.0 kcal per mole

Results of the Löwdin charge analysis, in e, for atoms 1 through 2:
1 Ca 1.21
2 C -0.05